No. 1
{"formula": "C12H15N3O2S", "method": "wB97M-V/def2-TZVPD", "homo_energy_ev": -7.6160, "smiles": "CCOc1ccc2nc(S[C@@H](C)C(N)=O)[nH]c2c1", "energy_ha": -1179.2474, "e_above_lowest_kcal_mol": 13.05, "charge": 0, "orbital_gap_ev": 8.25, "e_lumo_ha": 0.02336, "elements": ["S", "O", "O", "N", "N", "N", "C", "C", "C", "C", "C", "C", "C", "C", "C", "C", "C", "C", "H", "H", "H", "H", "H", "H", "H", "H", "H", "H", "H", "H", "H", "H", "H"], "xyz": [[-0.9688, 2.1560, 2.1535], [0.2474, -3.9273, -2.1175], [0.7091, 2.8229, -1.1144], [1.7109, 3.0156, 0.8981], [-0.3026, -0.4235, 2.0723], [-0.6882, 0.4087, 0.0310], [-0.3609, -0.9135, -0.1474], [-0.6809, 3.3401, 0.7635], [0.6462, 3.0273, 0.0794], [-0.6149, 0.6319, 1.3824], [0.2077, -2.7639, 1.3074], [0.3222, -3.5325, 0.1745], [0.1471, -3.5184, -3.4656], [-0.7086, 4.7583, 1.3171], [0.1049, -3.0132, -1.1168], [-0.2429, -1.6823, -1.2939], [1.3977, -2.7956, -3.9591], [-0.1374, -1.4254, 1.1486], [0.5863, -4.5760, 0.2416], [2.6126, 2.7714, 0.5236], [-1.6731, 4.9573, 1.7774], [-0.8205, 1.0851, -0.7031], [-0.4209, -1.2418, -2.2615], [0.3783, -3.1747, 2.2886], [0.0659, 4.9002, 2.0665], [0.0168, -4.4516, -4.0213], [-1.4898, 3.2142, 0.0385], [1.5951, 3.0557, 1.8968], [1.5634, -1.8777, -3.4006], [-0.5509, 5.4687, 0.5082], [1.2893, -2.5535, -5.0128], [-0.7470, -2.9009, -3.6183], [2.2664, -3.4361, -3.8302]], "forces_ev_per_a": [[-0.13, 0.61, -0.07], [0.03, -0.08, 0.21], [-0.02, -0.02, -0.46], [0.48, 0.07, 0.15], [-0.01, 0.46, 0.48], [-0.04, -0.13, 0.05], [0.13, -0.50, 0.56], [-0.14, -0.51, 0.24], [-0.30, 0.12, 0.20], [0.01, -0.07, 0.03], [-0.05, 0.12, -0.16], [0.05, -0.14, -0.09], [0.11, 0.14, -0.37], [-0.10, -0.14, 0.07], [-0.03, 0.14, 0.16], [0.02, -0.19, -0.36], [-0.27, -0.17, 0.27], [-0.16, 0.17, -0.86], [0.03, -0.12, 0.01], [-0.07, -0.01, -0.03], [-0.07, 0.08, 0.03], [0.09, 0.07, 0.07], [0.01, -0.04, -0.15], [0.03, -0.08, 0.13], [0.05, 0.06, 0.05], [-0.06, 0.17, 0.05], [0.25, 0.01, -0.03], [-0.01, -0.08, -0.04], [0.05, 0.09, -0.01], [0.01, 0.05, -0.03], [0.01, 0.05, -0.12], [0.03, -0.10, 0.03], [0.09, -0.04, -0.02]], "nbo_charge": [0.2758, -0.4948, -0.6259, -0.8171, -0.4611, -0.5716, 0.1824, -0.4229, 0.6627, 0.1978, -0.1801, -0.2703, -0.0614, -0.6091, 0.3148, -0.3566, -0.6384, 0.0489, 0.2237, 0.4111, 0.2258, 0.4362, 0.2180, 0.2246, 0.2135, 0.1926, 0.2346, 0.4066, 0.2134, 0.2308, 0.2136, 0.1673, 0.2151]}

---

No. 2
{"formula": "C12H15N3O6Pt", "method": "wB97M-V/def2-TZVPD", "homo_energy_ev": [-16.2591, -16.2477], "spin_multiplicity": 5, "energy_ha": -1200.5608, "charge": 2, "orbital_gap_ev": [10.17, 5.37], "e_lumo_ha": [-0.22377, -0.39961], "elements": ["Pt", "O", "O", "O", "O", "O", "O", "N", "N", "N", "C", "C", "C", "C", "C", "C", "C", "C", "C", "C", "C", "C", "H", "H", "H", "H", "H", "H", "H", "H", "H", "H", "H", "H", "H", "H", "H"], "xyz": [[0.6843, -1.0600, -0.4929], [2.7894, -0.9825, -0.5259], [4.7167, -0.4967, 0.5646], [-1.7226, 0.8722, -0.4693], [0.9182, -0.7628, 1.7159], [1.1003, 1.2348, -0.5552], [2.5171, -0.1309, 3.2129], [-1.7034, -3.7325, -0.6856], [-1.3172, -1.3901, -0.6590], [-3.4141, -2.1637, -0.6328], [1.1361, 3.3400, 0.4118], [-3.5731, -0.7142, -0.6154], [2.2540, 3.2588, -0.6605], [0.9063, 1.8620, 0.7421], [-2.1369, -2.4792, -0.6506], [2.4386, 1.7408, -0.8197], [2.1368, 1.3792, 1.5288], [1.7815, -0.0523, 2.2209], [3.2172, 1.2517, 0.4088], [-2.1375, -0.2465, -0.5787], [3.5928, -0.2912, 0.1012], [-4.5210, -3.1268, -0.6327], [-4.0798, -0.3404, -1.5054], [3.1788, 3.7530, -0.3695], [4.1399, 1.7789, 0.6209], [1.9349, 3.6775, -1.6106], [2.7974, 1.4013, -1.7837], [-0.0634, 1.6056, 1.1458], [-2.3450, -4.5079, -0.6953], [-5.4543, -2.5758, -0.5721], [0.2148, 3.7360, -0.0069], [-4.4598, -3.7867, 0.2316], [2.4452, 2.0431, 2.3294], [-4.1171, -0.3722, 0.2638], [-0.7218, -3.9434, -0.7100], [1.3993, 3.9336, 1.2842], [-4.5327, -3.7126, -1.5511]], "forces_ev_per_a": [[-0.11, 0.26, -0.13], [0.50, -0.70, 0.11], [0.17, -0.18, -0.09], [0.04, 0.03, 0.01], [0.15, -0.50, 0.40], [-0.01, -0.19, 0.08], [-0.12, -0.18, 0.14], [0.07, 0.10, 0.06], [-0.11, 0.55, 0.13], [-0.50, 0.05, 0.03], [-0.04, -0.10, -0.15], [-0.02, -0.13, -0.02], [-0.13, -0.09, -0.04], [0.16, 0.34, -0.06], [0.40, -0.26, -0.19], [-0.06, 0.34, 0.12], [0.24, -0.53, 0.27], [-0.11, 0.79, -0.71], [0.11, -0.66, 0.18], [0.06, -0.24, 0.08], [-0.71, 0.87, -0.02], [0.10, 0.13, -0.03], [-0.01, -0.02, -0.07], [0.01, -0.01, 0.00], [-0.06, 0.19, 0.03], [-0.03, 0.05, -0.02], [-0.02, -0.07, -0.05], [-0.06, -0.07, -0.02], [-0.02, -0.01, 0.00], [0.01, 0.03, 0.01], [-0.02, 0.06, -0.02], [0.03, 0.01, 0.05], [0.03, 0.14, -0.08], [0.00, 0.01, 0.07], [0.02, -0.02, -0.02], [0.02, -0.02, 0.01], [0.04, 0.02, -0.05]], "lowdin_spin": [1.5511, 0.0833, 0.6742, 0.0121, 0.1430, 0.1220, 0.6793, 0.0068, 0.0640, 0.0064, 0.0214, -0.0001, 0.0226, 0.0346, 0.0199, 0.0363, 0.1458, 0.1087, 0.1376, 0.0084, 0.0993, 0.0013, -0.0001, 0.0014, -0.0006, 0.0042, 0.0011, 0.0005, 0.0001, 0.0001, 0.0045, 0.0002, 0.0000, -0.0001, 0.0094, 0.0011, 0.0003]}

---

No. 3
{"formula": "C12H15N6NiO2S2", "method": "wB97M-V/def2-TZVPD", "homo_energy_ev": [-4.1073, -7.1732], "spin_multiplicity": 4, "energy_ha": -3249.8391, "e_above_lowest_kcal_mol": 52.38, "charge": 0, "orbital_gap_ev": [3.45, 6.39], "e_lumo_ha": [-0.02413, -0.02884], "elements": ["Ni", "S", "S", "O", "O", "N", "N", "N", "N", "N", "N", "C", "C", "C", "C", "C", "C", "C", "C", "C", "C", "C", "C", "H", "H", "H", "H", "H", "H", "H", "H", "H", "H", "H", "H", "H", "H", "H"], "xyz": [[-0.6646, 1.3493, -1.2200], [1.6023, -0.5719, -2.3997], [-1.2493, 0.5347, -3.2144], [-1.3977, -2.3791, 0.1280], [0.2712, -1.8522, 1.5572], [-2.2986, 0.6466, -0.2301], [1.5277, -2.8091, -0.9271], [0.3637, 2.6636, -0.2554], [1.0447, 4.6468, 1.7426], [0.9291, -2.9911, -3.2873], [2.2789, 2.9628, 2.8110], [1.2720, 2.4518, 0.6879], [-2.2681, 0.5902, 1.2652], [1.5702, 3.4339, 1.7142], [-1.9018, -0.7972, 1.8453], [1.2946, -2.3453, -2.1319], [0.2303, 0.1978, -2.6153], [0.1533, 4.8764, 0.7548], [0.9083, -4.3297, -3.1326], [-0.1506, 3.9633, -0.2865], [1.1881, -4.9548, -1.9328], [1.3461, -4.1522, -0.8408], [-1.0314, -1.7909, 1.1286], [-1.5918, 1.4019, 1.5644], [-3.2859, 0.8312, 1.6385], [1.4211, -4.5549, 0.2265], [0.9555, -5.9878, -1.8053], [-0.9267, 4.0805, -1.0482], [2.8152, 2.0705, 2.6485], [1.6972, 1.4670, 0.8078], [0.6776, -4.8492, -4.0423], [-2.3208, -0.3240, -0.6506], [2.6228, 3.6172, 3.4905], [-1.5442, -0.5278, 2.8789], [-3.1339, 1.1438, -0.5925], [-0.4018, 5.8317, 0.8301], [-2.8378, -1.3053, 2.0176], [0.8352, -2.2386, 0.8751]], "forces_ev_per_a": [[0.40, 0.49, -0.58], [1.99, -0.62, 0.72], [0.15, -0.52, -0.37], [-0.06, 0.28, 0.84], [-1.72, 0.60, 0.70], [-0.45, -1.58, -0.57], [-0.67, -1.20, -0.35], [-1.38, 1.30, -1.13], [0.47, -0.21, 0.80], [0.68, -0.75, 2.24], [0.74, -1.38, -0.74], [1.87, 0.76, 3.01], [-0.36, 0.36, -1.00], [-0.58, -2.06, -0.94], [-0.16, 0.70, 2.22], [-0.39, 0.44, -2.11], [-2.12, 1.17, -0.11], [-1.45, -0.49, -2.61], [0.20, 1.65, -0.74], [0.11, 0.42, 1.82], [-1.26, 0.02, 0.25], [1.09, 0.25, 2.28], [1.82, 0.61, -1.56], [-0.03, -0.48, 0.21], [0.69, -0.12, -0.02], [-0.14, 0.37, -1.72], [0.38, -0.64, -0.02], [0.27, 0.59, 0.39], [-0.81, 1.80, 0.48], [0.00, -0.22, -0.12], [-0.16, -0.51, -0.15], [-0.31, 1.21, 0.74], [0.14, 0.08, -0.14], [0.09, -0.68, -1.00], [0.77, -0.47, 0.42], [0.48, -0.59, -0.37], [-0.35, -0.35, -0.12], [0.07, -0.25, -0.66]], "lowdin_spin": [1.1462, 0.0638, 0.3382, -0.0001, 0.0005, 0.0428, 0.0079, 0.2778, 0.1994, 0.0004, 0.0013, 0.2232, 0.0043, 0.0478, 0.0006, 0.0740, 0.3915, 0.0792, 0.0024, 0.0609, -0.0026, 0.0049, -0.0002, 0.0019, 0.0014, 0.0005, -0.0001, 0.0003, -0.0008, 0.0194, 0.0003, 0.0041, 0.0004, 0.0002, 0.0032, 0.0046, 0.0001, 0.0001]}

---

No. 4
{"formula": "C12H16AlF12O14S4", "method": "wB97M-V/def2-TZVPD", "homo_energy_ev": -7.3070, "energy_ha": -4553.6161, "e_above_lowest_kcal_mol": 7.77, "charge": -1, "orbital_gap_ev": 3.55, "e_lumo_ha": -0.13819, "elements": ["S", "S", "S", "S", "Al", "F", "F", "F", "F", "F", "F", "F", "F", "F", "F", "F", "F", "O", "O", "O", "O", "O", "O", "O", "O", "O", "O", "O", "O", "O", "O", "C", "C", "C", "C", "C", "C", "C", "C", "C", "C", "C", "C", "H", "H", "H", "H", "H", "H", "H", "H", "H", "H", "H", "H", "H", "H", "H", "H"], "xyz": [[-0.9132, -2.7193, 0.9047], [1.1366, 3.6126, -2.4409], [0.5275, -0.3406, 3.9191], [-3.3193, 0.5764, 2.8218], [0.0258, 1.3071, 0.0168], [-4.8567, 1.1056, 4.8922], [-1.2866, -3.9526, -1.5399], [3.2422, 4.9871, -3.4776], [2.6891, -1.9955, 4.1648], [-3.1220, -3.4786, -0.4396], [-1.9166, -5.1014, 0.2775], [3.4069, 2.7737, -3.7326], [1.7586, -1.3475, 6.1126], [3.0943, -0.0348, 4.8760], [-2.8316, 1.9627, 5.0383], [2.0799, 3.9538, -4.9603], [-4.3638, 2.8723, 3.6703], [-1.5417, -2.9474, 2.2160], [0.0885, 0.8651, 4.6144], [0.8740, -0.0659, 2.5311], [0.4800, -3.0951, 0.8821], [-1.0973, -1.3345, 0.4314], [-2.1086, 1.0952, 2.1014], [-0.4496, -1.4394, 4.0272], [2.8664, 0.3480, -0.0362], [-3.0077, -0.7053, 3.5062], [-4.4965, 0.3203, 1.9493], [1.7075, 3.2355, -1.1594], [-2.0387, 0.3762, -1.9441], [0.3380, 4.8465, -2.3571], [0.3376, 2.4719, -2.8564], [-3.8917, 1.7445, 4.2289], [2.1344, -0.9779, 4.8551], [4.0676, 1.0426, -0.4389], [-3.9838, -0.6379, -2.7141], [2.5943, 3.8546, -3.7738], [-3.2849, -0.1651, -1.5136], [-1.8180, -3.9213, -0.3075], [-1.9680, 0.3755, -3.4139], [3.1629, -0.9833, 0.4045], [4.3492, -1.3643, -0.5466], [5.0712, -0.0642, -0.7458], [-2.9329, -0.7623, -3.7511], [-3.4150, -0.6961, -4.7265], [-4.3707, -1.6470, -2.5726], [-2.2820, 1.3068, -3.8853], [4.9109, -2.1664, -0.0679], [5.5060, -0.0659, -1.7453], [-4.7870, 0.0185, -3.0488], [3.8557, 1.6106, -1.3448], [3.4733, -0.9183, 1.4474], [-3.9642, 0.5202, -1.0067], [-0.9391, 0.2329, -3.7441], [4.0034, -1.7565, -1.5031], [-2.4397, -1.7336, -3.7893], [-2.9966, -1.0470, -0.9415], [5.9238, 0.0070, -0.0704], [4.4124, 1.6953, 0.3631], [2.3055, -1.6536, 0.3435]], "forces_ev_per_a": [[0.62, 0.29, 1.83], [-2.77, 0.91, 0.63], [-1.54, 0.61, 0.96], [-0.24, -2.74, -2.39], [0.18, -0.61, -0.26], [0.41, 0.68, -0.14], [-0.11, -0.43, 0.95], [0.29, -0.63, -0.16], [-0.77, 0.07, 0.84], [1.22, -0.20, -0.13], [0.67, -0.30, -0.61], [-0.12, 0.92, 0.00], [0.90, 0.35, -1.53], [-0.80, -0.15, 0.63], [-1.35, 0.27, -0.65], [-0.31, 0.06, -1.10], [0.37, -0.48, 0.91], [-0.05, -0.05, -2.11], [0.80, -1.04, -0.11], [0.65, -0.45, -0.40], [-0.15, -0.48, -0.52], [-0.58, -0.31, -0.30], [-1.52, -0.07, 1.59], [1.37, 0.64, 0.09], [-1.12, 0.57, -0.18], [0.12, 1.81, 0.03], [1.68, 1.42, 1.44], [1.61, 0.00, 1.11], [0.88, 1.33, -0.88], [1.86, -0.89, -0.92], [0.11, -0.59, -1.40], [1.07, -0.83, -1.07], [-0.71, 0.32, -0.99], [-0.40, -0.73, -0.46], [-1.28, -1.36, -0.86], [-1.22, -0.50, 2.61], [0.26, -0.65, 0.78], [-1.39, 1.94, 0.69], [-0.29, -0.64, 0.38], [1.22, 0.29, -1.00], [-1.28, -0.92, 1.17], [1.33, -0.11, 0.17], [0.80, 0.20, -1.76], [0.29, 0.37, -0.28], [-0.56, 0.16, 0.28], [-0.24, 0.32, 0.50], [0.37, 0.12, -0.11], [-0.18, 0.49, -0.10], [-0.01, 0.05, 0.05], [-0.28, 0.20, 0.33], [0.22, -0.23, 0.14], [0.73, 0.24, 0.62], [0.00, -0.18, 0.41], [-0.35, 0.03, 0.09], [0.17, -0.02, 0.53], [-0.38, 0.47, 0.67], [0.03, 0.01, 0.14], [-0.09, 0.07, -0.01], [-0.13, 0.37, -0.16]], "nbo_charge": [2.2728, 2.2629, 2.2533, 2.1937, 1.2260, -0.2998, -0.3121, -0.3165, -0.3178, -0.3434, -0.3010, -0.3266, -0.3134, -0.3194, -0.2988, -0.3013, -0.3093, -0.7942, -0.8755, -0.8751, -0.9283, -0.8933, -0.8584, -0.7442, -0.5630, -0.7340, -0.8677, -1.0247, -0.5562, -0.9516, -1.0123, 0.7707, 0.7516, -0.0660, -0.4311, 0.7752, -0.0863, 0.7371, -0.0672, -0.0713, -0.4227, -0.4428, -0.4278, 0.2067, 0.2209, 0.1761, 0.2095, 0.2104, 0.1961, 0.2061, 0.1663, 0.1936, 0.2042, 0.2023, 0.2045, 0.2062, 0.2002, 0.1760, 0.2306]}

---

What did the first record say?
{"formula": "C12H15N3O2S", "method": "wB97M-V/def2-TZVPD", "homo_energy_ev": -7.6160, "smiles": "CCOc1ccc2nc(S[C@@H](C)C(N)=O)[nH]c2c1", "energy_ha": -1179.2474, "e_above_lowest_kcal_mol": 13.05, "charge": 0, "orbital_gap_ev": 8.25, "e_lumo_ha": 0.02336, "elements": ["S", "O", "O", "N", "N", "N", "C", "C", "C", "C", "C", "C", "C", "C", "C", "C", "C", "C", "H", "H", "H", "H", "H", "H", "H", "H", "H", "H", "H", "H", "H", "H", "H"], "xyz": [[-0.9688, 2.1560, 2.1535], [0.2474, -3.9273, -2.1175], [0.7091, 2.8229, -1.1144], [1.7109, 3.0156, 0.8981], [-0.3026, -0.4235, 2.0723], [-0.6882, 0.4087, 0.0310], [-0.3609, -0.9135, -0.1474], [-0.6809, 3.3401, 0.7635], [0.6462, 3.0273, 0.0794], [-0.6149, 0.6319, 1.3824], [0.2077, -2.7639, 1.3074], [0.3222, -3.5325, 0.1745], [0.1471, -3.5184, -3.4656], [-0.7086, 4.7583, 1.3171], [0.1049, -3.0132, -1.1168], [-0.2429, -1.6823, -1.2939], [1.3977, -2.7956, -3.9591], [-0.1374, -1.4254, 1.1486], [0.5863, -4.5760, 0.2416], [2.6126, 2.7714, 0.5236], [-1.6731, 4.9573, 1.7774], [-0.8205, 1.0851, -0.7031], [-0.4209, -1.2418, -2.2615], [0.3783, -3.1747, 2.2886], [0.0659, 4.9002, 2.0665], [0.0168, -4.4516, -4.0213], [-1.4898, 3.2142, 0.0385], [1.5951, 3.0557, 1.8968], [1.5634, -1.8777, -3.4006], [-0.5509, 5.4687, 0.5082], [1.2893, -2.5535, -5.0128], [-0.7470, -2.9009, -3.6183], [2.2664, -3.4361, -3.8302]], "forces_ev_per_a": [[-0.13, 0.61, -0.07], [0.03, -0.08, 0.21], [-0.02, -0.02, -0.46], [0.48, 0.07, 0.15], [-0.01, 0.46, 0.48], [-0.04, -0.13, 0.05], [0.13, -0.50, 0.56], [-0.14, -0.51, 0.24], [-0.30, 0.12, 0.20], [0.01, -0.07, 0.03], [-0.05, 0.12, -0.16], [0.05, -0.14, -0.09], [0.11, 0.14, -0.37], [-0.10, -0.14, 0.07], [-0.03, 0.14, 0.16], [0.02, -0.19, -0.36], [-0.27, -0.17, 0.27], [-0.16, 0.17, -0.86], [0.03, -0.12, 0.01], [-0.07, -0.01, -0.03], [-0.07, 0.08, 0.03], [0.09, 0.07, 0.07], [0.01, -0.04, -0.15], [0.03, -0.08, 0.13], [0.05, 0.06, 0.05], [-0.06, 0.17, 0.05], [0.25, 0.01, -0.03], [-0.01, -0.08, -0.04], [0.05, 0.09, -0.01], [0.01, 0.05, -0.03], [0.01, 0.05, -0.12], [0.03, -0.10, 0.03], [0.09, -0.04, -0.02]], "nbo_charge": [0.2758, -0.4948, -0.6259, -0.8171, -0.4611, -0.5716, 0.1824, -0.4229, 0.6627, 0.1978, -0.1801, -0.2703, -0.0614, -0.6091, 0.3148, -0.3566, -0.6384, 0.0489, 0.2237, 0.4111, 0.2258, 0.4362, 0.2180, 0.2246, 0.2135, 0.1926, 0.2346, 0.4066, 0.2134, 0.2308, 0.2136, 0.1673, 0.2151]}